Entry 1:
The following is a quantum chemistry calculation of the molecule C23H28N4O5 in a non-equilibrium geometry, from the Open Molecules 2025 dataset.

- HOMO-LUMO gap (eV) = 9.25
- HOMO energy (eV) = -9.08
- total energy (eV) = -40504.413
- energy relative to the best compared isomer or geometry (same formula, charge and spin) (eV) = 1.920
- structure (SMILES) = CC(=O)c1ccc(N(CC(=O)NC2CCCC2)C(=O)CCC(=O)Nc2cc(C)on2)cc1
- net charge = 0

The geometry in XYZ format:
```
60
Properties=species:S:1:pos:R:3:forces:R:3
C -3.66617 -6.14116 0.22423 0.1478 -0.2911 0.0472
C -2.21303 -5.74087 0.29369 -0.2832 -0.2261 0.0234
O -1.34025 -6.55296 0.50743 -0.0280 0.0355 -0.0208
C -1.89615 -4.30420 0.08563 0.4018 0.4256 -0.0418
C -2.86780 -3.31412 -0.05248 0.1775 -0.2793 0.0095
C -2.50353 -1.99432 -0.23646 0.1374 0.1940 0.0408
C -1.15794 -1.64148 -0.28290 -0.1478 -0.6359 0.2044
N -0.80048 -0.29149 -0.51372 -0.1443 0.1023 -0.3186
C -1.34175 0.31682 -1.72612 -0.1068 0.2912 -0.1892
C -2.56021 1.19769 -1.39569 0.5368 -0.2075 -0.2351
O -3.70203 0.80363 -1.53367 -0.4170 -0.2059 -0.0348
N -2.21700 2.40979 -0.94320 0.2022 0.4538 0.1289
C -3.16757 3.36541 -0.41579 -0.3936 -0.1446 -0.0331
C -2.80668 4.78737 -0.88383 -0.0552 0.0800 -0.0304
C -2.20408 5.50706 0.33506 0.0974 0.0696 0.0339
C -1.93159 4.40384 1.35814 -0.1421 0.0873 0.0841
C -3.07410 3.42344 1.11537 0.0737 -0.0456 -0.0629
C -0.01439 0.46657 0.28366 -0.0616 -0.2951 0.3666
O 0.28857 1.61053 -0.02826 0.2881 0.2172 0.0143
C 0.39757 -0.09722 1.63246 0.3729 0.1375 -0.0374
C 1.79026 0.42043 1.98480 -0.3538 -0.1374 -0.1890
C 2.81033 -0.09074 0.98175 0.0771 0.4372 0.5464
O 2.56309 -0.91419 0.13157 -0.0765 -0.2303 -0.2607
N 4.04184 0.47261 1.14910 0.2058 0.2929 0.2454
C 5.16527 0.20848 0.39462 0.9555 -0.1761 -0.5497
C 5.32859 -0.68010 -0.69937 0.4869 0.1013 -0.0806
C 6.64151 -0.52514 -1.03916 -0.7508 -0.0919 0.1996
C 7.47592 -1.14844 -2.09368 0.1088 0.1979 0.1725
O 7.21097 0.37513 -0.21996 0.3472 -0.4414 -0.6585
N 6.29120 0.82732 0.66798 -0.9474 0.4003 0.8403
C -0.17689 -2.62515 -0.17804 -0.0907 0.0530 -0.1199
C -0.55000 -3.93854 0.01422 -0.1817 -0.1103 0.0429
H -4.09300 -5.84719 -0.73183 -0.0977 0.0686 -0.0557
H -4.22476 -5.65392 1.02062 -0.1051 0.0795 0.0299
H -3.74588 -7.21891 0.34112 0.0223 0.0095 0.0065
H -3.91682 -3.56030 -0.01313 -0.1147 -0.0469 -0.0024
H -3.26156 -1.23566 -0.35855 -0.0645 0.1082 -0.0148
H -1.64825 -0.47800 -2.40634 0.0040 0.1354 0.0979
H -0.55712 0.92300 -2.18661 -0.0732 -0.1003 0.0077
H -1.23628 2.57982 -0.74504 -0.0753 -0.2115 -0.1424
H -4.15225 3.04027 -0.75924 0.1418 0.0723 0.0532
H -3.68896 5.30904 -1.25058 0.0036 0.0129 -0.0729
H -2.09130 4.72939 -1.70360 -0.0562 0.0115 -0.0648
H -1.30194 6.05954 0.07822 -0.0133 0.1058 0.0167
H -2.92578 6.21441 0.74547 0.0170 0.0541 0.0216
H -1.91167 4.78150 2.37940 0.1012 -0.0229 0.0461
H -0.97580 3.91965 1.15154 0.0940 -0.0407 0.0383
H -4.00397 3.81938 1.52474 -0.0660 0.0332 0.0527
H -2.89582 2.43828 1.54509 -0.0970 -0.0613 0.0176
H -0.32581 0.27098 2.36564 -0.0131 -0.0375 -0.0444
H 0.37803 -1.18323 1.64251 -0.0407 0.1104 0.0872
H 1.78867 1.51205 1.95415 0.0587 -0.0429 0.0698
H 2.07937 0.09596 2.98642 0.0269 0.0249 -0.0049
H 4.18300 1.16587 1.87039 -0.1645 -0.0697 -0.0332
H 4.58441 -1.30870 -1.13563 -0.0840 -0.1480 -0.1392
H 6.88510 -1.86704 -2.65268 -0.0088 -0.0303 -0.0290
H 7.85416 -0.38478 -2.77145 0.0200 -0.0039 -0.0815
H 8.33131 -1.65093 -1.64535 0.0433 -0.0713 -0.0251
H 0.86417 -2.35118 -0.26146 0.0557 0.0539 0.0162
H 0.19526 -4.71528 0.09886 0.0492 -0.0510 0.0110
```
Forces are in eV/Å.


Entry 2:
The following is a quantum chemistry calculation of the molecule C23H28N4O6S, from the Open Molecules 2025 dataset.

- HOMO-LUMO gap (eV) = 8.25
- HOMO energy (eV) = -7.64
- total energy (eV) = -53387.245
- energy relative to the best compared isomer or geometry (same formula, charge and spin) (eV) = 0.807
- structure (SMILES) = COc1cc(NC(=O)CCCNC(=O)Cn2cnc3sc(C)c(C)c3c2=O)cc(OC)c1OC
- net charge = 0

The geometry in XYZ format:
```
62
Properties=species:S:1:pos:R:3:forces:R:3
C -0.64728 -3.43451 -1.96791 0.2197 -0.0341 -0.1290
O -1.81966 -3.16878 -1.23651 -0.3844 0.2827 0.2522
C -2.11949 -1.87259 -0.93615 -0.2272 0.1116 0.0571
C -1.42690 -0.79040 -1.47203 -0.0350 0.0278 -0.1405
C -1.82106 0.50245 -1.17876 -0.1665 -0.4666 0.0966
N -1.13681 1.60593 -1.72266 -0.4355 0.2013 -0.1141
C 0.20881 1.75428 -1.79201 0.2751 0.3597 -0.3497
O 1.00440 0.90234 -1.44695 0.1270 -0.2355 -0.0401
C 0.64052 3.07064 -2.42803 0.0038 0.0553 0.0812
C 0.11757 4.32975 -1.73304 0.1803 -0.0400 0.0753
C 0.83234 4.61530 -0.40942 -0.5040 0.1217 -0.1163
N 0.82914 3.49412 0.50497 0.4777 0.2013 -0.1779
C -0.27603 2.95239 1.02208 0.3131 -0.3653 0.5141
O -1.41383 3.29676 0.76362 -0.4555 0.2596 -0.0250
C 0.01773 1.84823 2.06046 -0.2230 0.4277 0.1564
N 0.68250 0.67681 1.52128 0.4313 -0.0608 -0.0361
C -0.02427 -0.45706 1.29585 -0.1795 -0.4141 -0.0807
N 0.46389 -1.56363 0.85920 -0.4293 -0.3806 0.0562
C 1.78173 -1.55800 0.59346 0.5767 0.4931 0.1424
S 2.62477 -2.92499 -0.02946 0.2070 0.4235 0.1475
C 4.12429 -2.03102 -0.02584 -0.4080 0.1484 0.1271
C 5.38039 -2.67487 -0.49500 0.0144 0.0551 0.0091
C 3.97865 -0.75610 0.43109 0.1111 -0.3148 -0.1127
C 5.10845 0.21374 0.53058 0.0308 0.0297 0.0019
C 2.62898 -0.47278 0.79232 -0.4332 -0.5532 -0.0994
C 2.06228 0.74701 1.28614 -0.1033 -0.3302 0.0220
O 2.66716 1.78836 1.52631 0.2192 0.2308 0.1260
C -2.92466 0.74449 -0.37066 -0.0089 0.0964 0.0719
C -3.59920 -0.32251 0.20020 -0.0134 -0.2808 -0.0040
O -4.65329 -0.19470 1.05326 0.2445 -0.3134 -0.2176
C -5.12906 1.09954 1.33010 -0.0584 0.2333 0.0489
C -3.19570 -1.64561 -0.06559 -0.0698 -0.0961 0.2278
O -3.93854 -2.61587 0.54826 0.0152 0.3606 -0.4290
C -3.29742 -3.80838 0.94936 0.0545 -0.4207 0.1545
H -0.71609 -3.05270 -2.99174 0.0101 -0.0027 0.0414
H -0.56077 -4.51983 -1.99487 0.0334 0.0600 -0.0364
H 0.23174 -3.01282 -1.47534 -0.0523 0.0142 -0.0642
H -0.57715 -0.93998 -2.11375 0.1019 -0.0628 -0.0354
H -1.70083 2.43709 -1.82555 0.1793 -0.0747 -0.0198
H 1.73175 3.08234 -2.44602 -0.0467 -0.0968 -0.0237
H 0.28264 3.05658 -3.46096 0.0561 -0.0160 -0.0080
H -0.95243 4.25302 -1.53726 0.0014 0.1138 -0.0474
H 0.27364 5.18992 -2.38736 -0.0618 0.0006 -0.0019
H 0.34049 5.46939 0.07122 0.1371 -0.0139 -0.0627
H 1.87603 4.87092 -0.59698 -0.0419 0.0151 0.0272
H 1.72209 3.09875 0.79914 -0.2024 0.0104 0.0492
H -0.93151 1.54266 2.50295 0.1140 0.0550 -0.1025
H 0.66630 2.27976 2.83098 -0.1385 -0.1240 -0.0582
H -1.08269 -0.42565 1.51216 -0.1488 0.1862 0.0404
H 5.19646 -3.70642 -0.78128 0.1269 -0.0975 -0.0545
H 5.78400 -2.13791 -1.35374 0.0657 -0.0399 -0.0692
H 6.13389 -2.65657 0.29283 0.0756 -0.0635 0.0027
H 5.52930 0.40454 -0.45600 0.0982 0.0615 -0.0602
H 4.75337 1.14830 0.95212 0.1220 0.0375 -0.0103
H 5.90056 -0.18773 1.16197 0.1113 0.0226 0.0307
H -3.20051 1.76376 -0.15714 -0.0249 0.0907 0.1012
H -5.95380 0.96441 2.02807 0.0452 0.0554 -0.0488
H -5.49830 1.59399 0.42571 0.0282 -0.0081 0.0260
H -4.36038 1.72690 1.79369 -0.0135 -0.0191 -0.0330
H -3.94366 -4.24097 1.71362 0.0685 0.0094 -0.0093
H -2.30997 -3.60928 1.37308 -0.0086 0.0079 -0.0091
H -3.19421 -4.50940 0.11814 -0.0022 0.0656 0.1398
```
Forces are in eV/Å.


Entry 3:
The following is a quantum chemistry calculation of a cluster of 4 separate species, C23H28N4O8PS in total in a non-equilibrium geometry, from the Open Molecules 2025 dataset.

- HOMO-LUMO gap (eV) = 4.02
- HOMO energy (eV) = -3.64
- total energy (eV) = -66764.904
- net charge = -1

The geometry in XYZ format:
```
65
Properties=species:S:1:pos:R:3:forces:R:3
C 4.80392 -3.08764 6.96913 -0.0629 -0.6659 0.0368
C 3.35638 -3.53545 7.29068 0.5122 1.2718 0.1104
C 2.31870 -3.17604 6.20881 -0.6859 -1.0284 -0.1663
C 2.07982 -4.29554 5.16110 0.2041 0.5919 0.2110
C 3.30030 -4.46101 4.20471 -1.0283 -0.0830 -0.1295
N 2.93649 -4.34586 2.79191 0.2411 0.9241 -1.2303
P 3.89233 -3.31366 2.02296 0.2951 -2.1918 1.4649
O 3.44892 -1.78286 2.51312 0.0793 0.0187 -0.5342
O 3.69024 -3.45949 0.39883 -0.8008 0.7207 0.8311
S 5.82596 -3.56696 2.32315 0.3370 0.6893 -0.1221
H 5.27033 -3.82736 6.30840 0.0378 0.3212 -0.0292
H 5.40913 -3.05446 7.88589 -0.1171 0.0671 -0.1620
H 4.84761 -2.10963 6.47838 -0.0745 -0.1471 0.1050
H 3.05997 -2.99066 8.20192 0.0407 -0.2784 -0.0695
H 3.38426 -4.60277 7.53903 -0.3179 0.1090 -0.1552
H 2.55345 -2.24984 5.66715 0.1989 -0.0891 0.2729
H 1.35392 -3.01429 6.71532 0.1715 0.1136 -0.0578
H 1.83349 -5.21123 5.72165 0.1460 0.0213 -0.2453
H 1.19498 -4.03514 4.56809 0.2041 -0.0779 -0.0222
H 4.01406 -3.66919 4.47274 0.1876 -0.5371 0.2398
H 3.71783 -5.46855 4.36957 0.3622 0.3838 0.1059
H 4.19885 -1.32874 2.91831 0.1639 -0.1997 -0.2975
H 2.74365 -3.45058 0.19017 0.0835 -0.3069 0.0510
C 2.11431 -1.01493 -1.47447 0.0033 0.1158 0.0375
C 2.08760 -0.03879 -2.46285 0.0804 -0.0557 0.1205
C 2.39603 1.27415 -2.14840 -0.0433 0.0796 -0.2630
C 2.73313 1.59321 -0.84287 -0.0702 -0.3519 -0.0485
C 2.75653 0.62997 0.15248 0.0395 0.0098 0.2200
C 2.44436 -0.68085 -0.16755 -0.2397 -0.0436 -0.3065
N 3.08299 2.97951 -0.51382 0.0110 0.0808 0.0170
O 3.03337 3.80618 -1.40832 -0.0023 -0.0217 0.0466
O 3.40539 3.22926 0.63080 -0.0270 0.0199 -0.0550
H 1.87763 -2.04121 -1.72628 0.0012 0.0174 -0.0190
H 1.82917 -0.30296 -3.47790 0.0233 0.0212 0.0036
H 2.37417 2.03120 -2.91931 0.0680 0.1005 0.1211
H 3.01527 0.88296 1.17033 0.0286 0.0849 -0.0450
H 2.46262 -1.43879 0.59961 0.0075 0.3519 0.0021
C -1.84035 3.78564 -5.83623 0.0190 -0.0131 -0.0245
C -0.90076 2.89531 -6.33950 -0.1129 0.0552 0.1014
C -0.67467 1.68772 -5.69744 0.1766 -0.0524 -0.1895
C -1.39899 1.38525 -4.55756 -0.0281 0.3029 -0.1734
C -2.33181 2.26642 -4.04176 -0.2104 0.0699 0.1921
C -2.55137 3.47258 -4.68590 0.0237 0.0291 -0.1268
N -1.18301 0.09780 -3.88650 0.0392 -0.1854 0.1607
O -0.34237 -0.64823 -4.34987 -0.1305 0.0321 -0.0997
O -1.85821 -0.14874 -2.90757 0.0138 0.0348 -0.0620
H -2.01916 4.72586 -6.34217 0.0105 -0.0054 0.0194
H -0.34591 3.14141 -7.23486 0.0206 -0.0290 0.0193
H 0.05691 0.99750 -6.09190 -0.0490 -0.1007 0.1297
H -2.89004 2.02563 -3.14862 0.0901 -0.1419 -0.0025
H -3.28146 4.16725 -4.29214 0.0418 -0.0008 0.0477
C -7.39249 1.14473 -1.37375 -0.0187 -0.0060 -0.0033
C -6.11701 1.50950 -0.96472 -0.1235 -0.0190 -0.0526
C -5.57987 2.72108 -1.36844 0.2238 -0.0335 0.1136
C -6.33224 3.55662 -2.17697 -0.1389 -0.3362 0.1308
C -7.60220 3.20234 -2.59785 -0.2345 0.0583 -0.1367
C -8.13228 1.98818 -2.19237 0.1227 -0.0556 0.0908
N -5.77259 4.85031 -2.58675 0.0471 0.1089 -0.0303
O -4.64622 5.11711 -2.21430 -0.0212 0.0017 -0.0711
O -6.46438 5.57805 -3.27167 0.0310 -0.0602 0.0244
H -7.81195 0.19990 -1.05268 0.0149 0.0067 -0.0117
H -5.54192 0.85047 -0.32866 0.0307 0.0265 -0.0221
H -4.58661 3.00152 -1.04790 -0.0379 0.1400 -0.0627
H -8.18158 3.85700 -3.23251 0.1333 0.1069 0.0170
H -9.12461 1.69984 -2.51186 0.0093 0.0302 -0.0171
```
Forces are in eV/Å.


Entry 4:
The following is a quantum chemistry calculation of a structure of composition C23H28N7OSTeTi, from the Open Molecules 2025 dataset.

- HOMO-LUMO gap (alpha / beta) (eV) = 4.59 / 6.19
- multiplicity = 3
- <S²> = 2.03
- HOMO energy (alpha / beta) (eV) = -1.99 / -3.60
- total energy (eV) = -78031.423
- energy relative to the best compared isomer or geometry (same formula, charge and spin) (eV) = 0.708
- net charge = -1

The geometry in XYZ format:
```
62
Properties=species:S:1:pos:R:3:forces:R:3
Ti -1.68885 -0.54275 -0.50281 -0.0153 0.2966 -0.8136
N -3.31512 3.13054 -2.09037 0.1045 0.1846 0.1747
C -3.02734 2.05018 -1.26616 -0.0996 0.0075 -0.1544
S -3.64022 0.51043 -1.80059 -0.0712 -0.3982 -0.1548
N -2.36450 2.25927 -0.18152 0.0518 0.5706 -0.1348
N -2.15037 1.08646 0.52956 -0.0119 0.2000 0.0960
C -2.37114 1.18881 1.81592 -0.0228 0.2088 0.2627
C -2.50449 0.05817 2.67975 0.0533 -0.3157 0.1738
C -2.61157 0.26092 4.07044 0.0139 0.0163 -0.1524
C -2.79103 -0.77741 4.95928 0.0106 0.0872 0.1659
C -2.88337 -2.08131 4.47776 -0.0046 -0.0835 -0.0626
C -2.79792 -2.31879 3.11816 0.0082 0.0989 -0.0358
C -2.60357 -1.28248 2.18461 -0.0139 -0.0153 0.5447
O -2.50689 -1.59436 0.91580 0.0279 -0.2611 0.0911
H -3.38492 2.85556 -3.05646 0.0062 -0.0347 -0.0481
H -2.66041 3.88740 -1.95225 -0.0115 0.0421 0.0058
H -2.53657 2.18448 2.22329 -0.0659 -0.0201 -0.0077
H -2.54951 1.27923 4.44184 -0.0003 0.0065 -0.0194
H -2.86314 -0.57642 6.02189 -0.0008 -0.0049 -0.0152
H -3.02602 -2.90969 5.16252 0.0032 0.0073 -0.0007
H -2.87709 -3.32513 2.72371 0.0046 -0.0044 -0.0202
C 2.64002 2.70632 0.82750 -0.0141 -0.0589 -0.0215
C 1.89586 2.56237 -0.48473 0.0609 0.1300 -0.0447
N 1.01207 1.42778 -0.41530 0.3295 0.0437 0.5455
C 1.18201 0.34690 0.35852 -0.0032 -0.4408 0.2776
N 0.33936 -0.66101 0.25501 0.1455 0.3456 0.0970
C 0.62485 -1.80528 1.10482 0.1630 -0.0853 0.0115
C 0.95544 -1.32355 2.50878 0.0204 -0.0799 -0.0339
C 2.22823 -0.50398 2.42608 0.0777 -0.0512 0.0339
N 2.25229 0.32097 1.22334 -0.3183 0.0575 -0.1409
C 3.26479 1.35862 1.14957 0.1106 0.0411 -0.0187
H 1.94385 2.98702 1.62162 -0.0002 -0.0003 0.0148
H 3.40736 3.47805 0.75029 0.0080 -0.0101 -0.0123
H 2.61271 2.43806 -1.30785 -0.0198 0.0095 -0.0014
H 1.29353 3.44743 -0.69756 0.0130 -0.0173 -0.0050
H 0.34008 1.31590 -1.15751 -0.4352 -0.0122 -0.4683
H 1.47605 -2.37804 0.70309 -0.0232 -0.0176 0.0146
H -0.24425 -2.46122 1.10802 0.0104 0.0177 -0.0033
H 1.09122 -2.15409 3.20472 0.0136 0.0172 -0.0061
H 0.12394 -0.71690 2.86901 -0.0385 0.0169 0.0233
H 3.10142 -1.16803 2.41262 -0.0016 0.0200 0.0210
H 2.32491 0.14933 3.30129 0.0138 -0.0080 -0.0012
H 4.00564 1.10329 0.38177 0.0116 0.0301 0.0170
H 3.78265 1.38620 2.10940 -0.0015 -0.0117 0.0046
C -3.58779 -3.54748 -2.96525 -0.1030 0.1263 -0.1359
C -2.50139 -2.94926 -2.21752 0.3342 -0.1897 0.0293
N -1.63453 -2.43939 -1.66687 -0.3481 -0.3967 -0.0992
H -4.23229 -2.73590 -3.30653 -0.0433 -0.0565 -0.0122
H -4.15969 -4.23590 -2.34606 0.0330 0.0311 0.0220
H -3.18640 -4.07020 -3.83200 -0.0193 -0.0061 0.0019
Te -0.54792 0.46025 -3.36473 0.0720 -0.0403 0.0072
C 1.57322 0.29781 -3.48735 -0.1125 0.0663 -0.0429
C 2.29249 -0.49393 -2.59095 -0.0861 -0.1508 0.1000
C 3.67683 -0.56195 -2.63310 0.1101 -0.0174 0.0285
C 4.38987 0.15437 -3.58612 0.0091 0.0174 -0.0136
C 3.68944 0.93562 -4.49712 0.1125 0.0014 -0.0036
C 2.30565 1.00530 -4.44336 -0.0957 0.1005 -0.0597
H 1.74812 -1.06568 -1.84590 0.0350 0.0165 -0.0410
H 4.20264 -1.18545 -1.91699 0.0028 0.0007 -0.0052
H 5.47157 0.10077 -3.62222 -0.0035 0.0002 0.0001
H 4.22587 1.50012 -5.25275 -0.0032 -0.0092 0.0121
H 1.77433 1.63163 -5.15207 0.0173 -0.0182 0.0137
```
Forces are in eV/Å.